1.
Below is one molecule with the formula C5H11N, with properties calculated with ωB97M-V with the def2-TZVPD basis set.

The calculation puts the energy above the lowest of the compared OMol25 structures with the same formula, charge and spin at 372.18 kJ/mol. Its HOMO energy is -8.10 eV.

Last column: natural (NBO) charge in e.
Element x y z (Å)
C -1.91285 1.02969 -0.35525  -0.61
C -1.43118 -0.38104 -0.03839  -0.22
N -0.03780 -0.51662 -0.43464  -0.52
C 0.94432 -1.71029 0.42433  -0.36
C 1.04566 -0.22779 0.50451  -0.13
C 2.24007 0.48952 -0.08890  -0.61
H -2.96561 1.14375 -0.07957  0.21
H -1.32584 1.77043 0.20169  0.21
H -1.80815 1.24538 -1.42475  0.21
H -1.52569 -0.59732 1.03624  0.19
H -2.02939 -1.12705 -0.57620  0.21
H 0.23457 -2.06696 1.19414  0.14
H 0.30786 -1.32072 -1.03399  0.45
H 0.61615 0.28810 1.37055  0.19
H 3.06310 0.49018 0.63572  0.22
H 2.00056 1.52882 -0.34907  0.21
H 2.58422 -0.03806 -0.98641  0.22

2.
Below is a 2-piece molecular cluster, C5H11N overall, with properties calculated with ωB97M-V with the def2-TZVPD basis set.

The calculation puts the energy above the lowest of the compared OMol25 structures with the same formula, charge and spin at 329.12 kJ/mol. Its HOMO energy is -9.33 eV.

Last column: natural (NBO) charge in e.
Element x y z (Å)
C -0.60894 -1.74611 0.97250  -0.66
C -1.71631 -0.92359 0.51291  -0.21
C -1.68179 0.44272 0.50609  -0.39
H 0.17060 -2.11281 0.15417  0.21
H -0.89057 -2.64267 1.54292  0.23
H -0.06797 -1.13665 1.68038  0.22
H -2.67858 -1.31412 0.29297  0.20
H -2.62643 1.24305 0.52700  0.21
H -0.72579 0.97956 0.57191  0.19
C 0.63166 1.35246 -1.47657  -0.47
C 2.30792 0.42838 0.06373  -0.10
N 1.88782 1.45908 -0.70203  -0.38
H 0.10137 0.29974 -1.28196  0.18
H -0.08441 2.18386 -1.17461  0.21
H 0.73729 1.50677 -2.61154  0.22
H 3.31377 0.56315 0.45904  0.18
H 1.93035 -0.58283 -0.03691  0.16

3.
Below is one molecule with the formula C5H11N, with properties calculated with ωB97M-V with the def2-TZVPD basis set.

The calculation puts the energy above the lowest of the compared OMol25 structures with the same formula, charge and spin at 73.31 kJ/mol. Its HOMO energy is -7.96 eV.

Last column: natural (NBO) charge in e.
Element x y z (Å)
C -2.89850 -0.77416 0.41036  -0.64
C -1.43332 -0.40152 0.35243  -0.28
C -0.91866 0.59778 -0.35378  0.00
N 0.44409 0.89004 -0.45590  -0.62
C 1.41643 -0.04306 0.06196  -0.22
C 2.81543 0.32732 -0.40230  -0.60
H -3.44259 -0.15762 1.12057  0.21
H -3.37283 -0.74382 -0.56663  0.21
H -2.98401 -1.80228 0.76007  0.21
H -0.78508 -1.02819 0.95873  0.19
H -1.56639 1.19585 -0.98628  0.19
H 0.69049 1.85072 -0.23954  0.37
H 1.14741 -1.05333 -0.27168  0.20
H 1.40712 -0.10996 1.15491  0.16
H 3.54992 -0.32326 0.07930  0.21
H 3.03039 1.36629 -0.13800  0.20
H 2.90010 0.20919 -1.48422  0.21

4.
Below is C5H11N2 as an isolated structure, with properties calculated with ωB97M-V with the def2-TZVPD basis set.

The calculation puts the energy above the lowest of the compared OMol25 structures with the same formula, charge and spin at 244.28 kJ/mol. Its HOMO energy is -14.59 eV. Its charge is +1.

Last column: natural (NBO) charge in e.
Element x y z (Å)
C 0.85339 -0.99483 0.27761  0.55
C -1.62400 0.11279 -0.65137  -0.45
C -0.62482 0.78920 -1.57074  -0.43
C -0.36191 0.59506 -0.08114  0.11
C -0.11032 1.60684 1.00413  -0.65
N 0.73546 -1.87962 -0.64600  -0.75
N 1.45671 -0.93826 1.43627  -0.76
H -2.57704 0.67965 -0.41395  0.26
H -1.70966 -0.92257 -0.68222  0.22
H -0.18817 0.13374 -2.18546  0.20
H -0.70021 1.79636 -1.93477  0.26
H 0.14488 1.08957 1.92759  0.20
H -0.88962 2.36358 1.15577  0.27
H 0.83746 2.04195 0.79932  0.23
H 0.25232 -1.65154 -1.49818  0.42
H 1.10347 -2.91425 -0.71686  0.44
H 1.51850 -0.06944 1.98899  0.45
H 1.88356 -1.83823 1.79103  0.43

5.
Below is an isolated ion of composition C5H11N2 and charge +1, with properties calculated with ωB97M-V with the def2-TZVPD basis set.

The calculation puts the energy above the lowest of the compared OMol25 structures with the same formula, charge and spin at 227.39 kJ/mol. Its HOMO energy is -14.24 eV. Its charge is +1.

Last column: natural (NBO) charge in e.
Element x y z (Å)
C -1.45822 0.43651 0.79516  -0.41
C 0.48227 1.32382 -0.84716  -0.41
C -1.40014 -0.78358 -0.20348  -0.23
C -0.02005 1.06296 0.56048  -0.24
C 0.99604 -0.04294 0.05815  0.29
N 2.28585 -0.43084 0.27834  -0.82
N 0.02887 -1.33513 -0.26150  -0.55
H -2.40324 1.03069 0.48712  0.26
H -1.68548 0.28957 1.80855  0.24
H -0.08517 0.97331 -1.75577  0.22
H 1.12945 2.19766 -1.23022  0.28
H -2.11088 -1.48872 0.14183  0.24
H -1.54947 -0.42603 -1.25139  0.23
H 0.34864 1.71942 1.32838  0.26
H 3.08257 0.05950 -0.24516  0.42
H 2.50192 -0.40578 1.21812  0.39
H 0.14070 -2.12800 0.39977  0.43
H 0.12563 -1.84460 -1.09817  0.42

6.
Below is a 2-piece molecular cluster, C5H11N2 overall, with properties calculated with ωB97M-V with the def2-TZVPD basis set.

The calculation puts the energy above the lowest of the compared OMol25 structures with the same formula, charge and spin at 619.52 kJ/mol. Its HOMO energy is -13.10 eV. Its charge is +1.

Last column: natural (NBO) charge in e.
Element x y z (Å)
C -2.34225 -0.37242 0.32091  0.39
C 0.05004 -0.01381 0.52650  -0.10
C 1.34454 -0.22327 0.09029  -0.03
C 2.44889 0.61124 0.79462  -0.62
C 1.74552 -1.23842 -0.90819  -0.65
N -2.97633 -1.08539 1.06546  -0.59
N -2.89201 0.70483 -0.74512  -0.79
H -0.14488 0.53116 1.47965  0.21
H 3.29049 -0.20770 0.98080  0.24
H 2.19251 1.01025 1.70013  0.23
H 2.81367 1.51326 0.16053  0.25
H 2.39127 -0.82730 -1.62328  0.24
H 0.79228 -1.73020 -1.26466  0.23
H 2.37103 -2.12131 -0.35158  0.25
H -3.91858 -1.06044 1.10735  0.37
H -3.77105 0.43147 -1.24182  0.45
H -2.07698 0.75183 -1.41562  0.47
H -2.94091 1.50719 -0.17476  0.44

For reference, F_max by record: 1.00; 5.59; 0.59; 5.83; 4.25; 4.16 eV/A.